97
Properties=species:S:1:pos:R:3:mulliken_charge:R:1 method="wB97M-V/def2-TZVPD" molar_mass_g_mol=944.1 homo_energy_ev=-7.3 total_energy_ev=-91558.8804 spin_multiplicity=1 orbital_gap_ev=7.837
Pb 0.175 0.076 -0.239 0.375
C -0.833 -3.040 -0.768 -1.112
N 0.028 -2.485 0.294 1.318
C -0.650 -2.571 1.613 -1.242
C 0.019 -1.784 2.747 -0.952
N -0.296 -0.348 2.754 1.740
C -1.749 -0.088 2.778 -0.805
C 0.369 0.372 3.812 -1.283
C -0.018 0.186 5.140 -0.132
C 0.527 0.941 6.164 -0.841
C 1.482 1.908 5.882 -0.706
C 1.901 2.087 4.576 -0.480
C 1.354 1.325 3.544 0.688
S 2.042 1.551 1.920 -0.026
C 1.322 -3.164 0.308 -1.243
C 1.390 -4.494 0.725 -0.390
C 2.585 -5.190 0.737 -1.019
C 3.744 -4.546 0.317 -0.576
C 3.686 -3.235 -0.115 -0.918
C 2.478 -2.515 -0.141 1.463
S 2.534 -0.884 -0.797 -0.218
H -1.051 -4.100 -0.602 0.490
H -0.325 -2.935 -1.728 0.171
H -1.778 -2.488 -0.793 0.286
H -0.700 -3.613 1.936 0.351
H -1.676 -2.234 1.472 0.744
H 1.104 -1.899 2.676 0.436
H -0.297 -2.249 3.692 0.426
H -2.271 -0.684 3.541 0.305
H -2.200 -0.294 1.806 -0.162
H -1.921 0.966 2.977 0.339
H -0.774 -0.557 5.370 0.354
H 0.196 0.778 7.183 0.391
H 1.902 2.514 6.675 0.382
H 2.657 2.825 4.341 0.479
H 0.489 -5.005 1.046 0.290
H 2.609 -6.222 1.067 0.405
H 4.693 -5.071 0.324 0.387
H 4.582 -2.726 -0.454 0.491
O -4.055 0.748 0.900 -0.793
C -3.595 0.569 -0.227 0.341
O -3.269 -0.519 -0.814 -0.680
C -3.294 1.861 -1.063 0.537
N -2.782 1.402 -2.384 1.486
C -3.515 2.099 -3.458 -0.310
C -4.892 2.309 -2.837 -0.783
C -4.558 2.677 -1.380 -0.993
H -2.543 2.441 -0.529 0.191
H -3.016 0.392 -2.292 -0.080
H -1.696 1.347 -2.448 -0.671
H -3.511 1.511 -4.375 0.179
H -3.027 3.056 -3.653 0.378
H -5.458 1.374 -2.874 0.297
H -5.467 3.077 -3.352 0.465
H -5.350 2.425 -0.680 0.441
H -4.365 3.748 -1.299 0.333
C 1.916 3.581 0.083 -0.834
C 1.399 3.174 1.441 0.858
O 0.641 3.807 2.118 -0.537
H 1.542 4.571 -0.171 0.360
H 1.590 2.857 -0.673 -0.070
H 3.007 3.581 0.088 0.380
N -0.156 0.775 -2.392 -0.598
P 0.184 0.392 -3.862 1.561
C 0.501 1.858 -4.911 0.380
C 0.205 3.104 -4.359 -0.691
C 0.384 4.267 -5.103 -0.773
C 0.857 4.188 -6.406 -0.526
C 1.178 2.952 -6.954 -0.843
C 1.012 1.793 -6.207 -0.633
C -1.211 -0.490 -4.664 0.381
C -2.049 -1.217 -3.818 0.128
C -3.153 -1.895 -4.321 -0.482
C -3.427 -1.853 -5.682 -0.947
C -2.594 -1.139 -6.534 -0.600
C -1.491 -0.461 -6.029 -0.877
C 1.619 -0.667 -4.222 0.738
C 2.892 -0.101 -4.156 -0.432
C 4.017 -0.874 -4.391 -0.705
C 3.878 -2.225 -4.685 -0.556
C 2.617 -2.800 -4.745 -0.742
C 1.486 -2.021 -4.519 -0.354
H -0.153 3.141 -3.335 0.386
H 0.162 5.232 -4.662 0.437
H 0.987 5.090 -6.994 0.386
H 1.566 2.893 -7.965 0.417
H 1.318 0.838 -6.624 0.431
H -1.839 -1.229 -2.753 0.109
H -3.803 -2.442 -3.648 0.514
H -4.291 -2.372 -6.079 0.375
H -2.808 -1.103 -7.596 0.431
H -0.857 0.099 -6.706 0.308
H 2.993 0.950 -3.907 0.453
H 5.003 -0.430 -4.334 0.413
H 4.757 -2.832 -4.872 0.393
H 2.510 -3.853 -4.973 0.428
H 0.502 -2.470 -4.571 0.389